{"formula": "C5H24BN10O5", "method": "the ωB97M-V functional and the def2-TZVPD basis", "charge": -1, "e_homo_ev": -7.24, "total_energy_ha": -1153.7708, "lumo_energy_ha": 0.0962, "species": ["O", "O", "O", "O", "O", "N", "N", "N", "N", "N", "N", "N", "N", "N", "N", "C", "C", "C", "C", "C", "B", "H", "H", "H", "H", "H", "H", "H", "H", "H", "H", "H", "H", "H", "H", "H", "H", "H", "H", "H", "H", "H", "H", "H", "H"], "xyz": [[-4.3548, -2.5975, -0.3779], [1.9294, -1.7057, -4.1094], [-2.1945, 3.9024, 3.2328], [4.6747, 2.3496, 0.0320], [1.4587, -4.5358, 1.4688], [-0.1185, -1.3456, -3.2032], [2.9654, 0.8590, -0.2387], [1.1626, -2.8013, 0.0120], [-3.0311, -1.7661, 1.2938], [0.5895, -2.5716, 2.2124], [1.5371, 0.2066, -2.9163], [-1.1631, 1.9412, 2.6846], [-1.8687, 3.3874, 1.0423], [2.5503, 3.1158, -0.1363], [-2.8009, -1.0381, -0.8703], [1.1889, -1.0117, -3.4312], [-1.7656, 3.1269, 2.3934], [-3.4161, -1.9023, -0.0133], [1.0589, -3.4066, 1.2294], [3.4852, 2.1169, -0.1592], [-0.1311, 0.4352, 0.0830], [-1.2211, 1.5786, 3.6154], [0.2854, -2.9693, 3.0786], [-0.3557, 0.4561, -1.0761], [-0.7021, 1.4709, 1.9086], [-2.3656, -1.0386, 1.4885], [-2.0520, -0.3855, -0.6569], [-3.2718, -1.0394, -1.7579], [0.7414, -0.2973, 0.3480], [-1.3793, 2.7982, 0.3888], [0.4495, -1.6000, 1.9963], [1.0122, 0.6174, -2.1554], [-2.6640, 3.9326, 0.7724], [0.3618, 1.5017, 0.2220], [1.9628, 0.7570, -0.0890], [2.4609, 0.5167, -3.1517], [-0.6363, -2.0351, -3.7102], [-1.0929, 0.2571, 0.7231], [1.5997, 2.8363, -0.3115], [-0.6485, -0.7856, -2.5577], [0.9794, -1.8117, -0.1097], [-3.4054, -2.3699, 1.9971], [3.5515, 0.0735, -0.4415], [2.8770, 4.0602, -0.1097], [1.7569, -3.2827, -0.6401]], "atomic_forces_ev_per_a": [[0.360, -0.452, 0.065], [0.232, 0.157, -0.044], [-0.360, -0.195, 0.049], [-0.026, -0.017, -0.716], [-0.464, -0.183, -0.225], [-0.471, 0.418, 0.700], [-0.574, 0.615, -0.193], [0.095, -0.386, -0.243], [0.330, 0.026, -0.568], [-0.177, 0.055, -0.203], [0.087, -0.193, -0.208], [0.213, 0.307, -0.558], [0.413, 0.054, 0.197], [-0.152, -0.765, -0.312], [-0.117, -0.258, -0.626], [-0.593, -0.205, -0.736], [-0.165, 0.141, 0.249], [-0.900, 0.855, 0.608], [0.874, 0.472, 0.499], [0.930, 0.024, 1.295], [0.357, 0.440, -0.532], [0.309, 0.126, 0.068], [0.086, 0.027, 0.055], [-0.480, -0.346, -0.716], [-0.236, -0.257, 0.755], [0.062, -0.221, 0.421], [-0.356, -0.372, 0.047], [0.281, 0.243, -0.134], [0.314, -0.712, 0.279], [-0.407, -0.099, -0.128], [-0.272, -0.019, 0.167], [0.286, -0.029, -0.277], [0.165, 0.173, -0.190], [-0.074, 0.979, 0.602], [0.698, -0.364, -0.202], [0.112, 0.024, 0.393], [0.538, -0.346, -0.096], [-0.622, -0.092, 0.441], [-0.090, 0.655, 0.011], [-0.042, -0.042, -0.041], [-0.018, -0.426, -0.046], [-0.003, -0.012, 0.010], [0.110, 0.015, 0.201], [-0.153, 0.089, 0.029], [-0.102, 0.095, -0.147]], "lowdin_charge": [0.00, 0.01, 0.00, -0.01, 0.00, 0.16, 0.15, 0.16, 0.16, 0.15, 0.15, 0.15, 0.15, 0.15, 0.15, -0.69, -0.68, -0.68, -0.69, -0.68, -0.37, 0.10, 0.09, -0.02, 0.01, 0.06, 0.01, 0.10, -0.03, 0.06, 0.06, 0.03, 0.09, -0.02, -0.01, 0.10, 0.10, -0.02, 0.06, 0.04, 0.03, 0.10, 0.11, 0.10, 0.10]}

=====

{"formula": "C13H8FInO7", "method": "the ωB97M-V functional and the def2-TZVPD basis", "charge": -1, "e_homo_ev": [-4.78, -4.74], "multiplicity": 2, "total_energy_ha": -1316.8176, "lumo_energy_ha": [0.0635, 0.0271], "species": ["In", "F", "O", "O", "O", "O", "O", "O", "O", "C", "C", "C", "C", "C", "C", "C", "C", "C", "C", "C", "C", "C", "H", "H", "H", "H", "H", "H", "H", "H"], "xyz": [[-1.0641, -1.0164, 0.9093], [-1.6856, -2.5067, -1.4903], [0.1690, 0.9383, 2.4664], [2.9220, 1.1238, 2.7821], [2.5524, 0.4033, -0.1725], [-0.3452, 4.1832, 5.7627], [0.5568, 0.5287, -1.0277], [2.5194, 4.1713, 6.3179], [1.6360, 2.4092, -0.7551], [-0.1596, 2.5622, 4.2146], [-2.9937, -3.6347, -4.7058], [-1.7823, -2.8144, -2.8223], [-0.6516, -2.7377, -3.5934], [1.9462, 3.4000, 5.4208], [-1.8792, -3.4104, -5.5322], [2.2873, 1.7467, 3.5627], [0.4512, 3.3727, 5.0654], [-0.6760, -3.0537, -4.9424], [1.6386, 1.0959, -0.7322], [-2.9773, -3.2274, -3.3579], [2.7645, 2.5856, 4.6928], [0.6468, 1.6930, 3.3777], [-3.8763, -3.1146, -2.7701], [0.2121, -2.8646, -5.5271], [-3.9956, -3.7901, -5.0780], [0.2382, -2.3749, -3.1004], [-1.2144, 2.7290, 4.0532], [-1.9076, -3.6000, -6.5950], [0.8304, 2.6067, -1.2385], [3.8375, 2.5958, 4.8153]], "atomic_forces_ev_per_a": [[1.454, 1.483, -0.174], [-0.275, -0.016, -0.635], [0.820, 0.694, 1.415], [1.552, -0.553, -0.337], [-0.341, 2.522, -1.698], [3.120, -1.923, -1.769], [-2.769, -0.422, -1.277], [-2.286, -2.070, -2.450], [0.899, 2.067, -0.681], [1.275, -3.458, -3.961], [-0.215, 1.837, 0.389], [0.121, -0.339, 0.056], [0.814, 0.178, 0.469], [0.554, 2.576, 2.506], [-0.269, -1.122, 0.597], [-3.754, 0.583, 0.707], [-2.199, 5.612, 6.151], [-0.384, 0.742, 0.200], [1.637, -5.294, 4.053], [0.122, -0.125, -0.396], [1.365, -1.617, -2.066], [-1.123, -0.240, -0.715], [-0.131, -0.445, 0.017], [0.035, -0.187, -0.095], [0.130, -0.466, -0.496], [0.242, 0.008, -0.084], [-0.019, -0.352, -0.031], [-0.195, -0.050, -0.047], [-0.297, 0.290, 0.038], [0.118, 0.090, 0.314]], "mulliken_spin": [0.00, 0.00, 0.00, 0.12, 0.00, -0.01, 0.00, 0.42, 0.00, 0.09, 0.00, 0.00, 0.00, 0.02, 0.00, 0.04, -0.05, 0.00, 0.00, 0.00, 0.38, -0.03, 0.00, 0.00, 0.00, 0.00, 0.00, 0.00, 0.00, 0.00]}

=====

{"formula": "C27H38EuN5O2", "method": "the ωB97M-V functional and the def2-TZVPD basis", "charge": 2, "e_homo_ev": [-12.72, -12.74], "multiplicity": 7, "total_energy_ha": -2185.7853, "lumo_energy_ha": [-0.1812, -0.1796], "species": ["Eu", "O", "O", "N", "N", "N", "N", "N", "C", "C", "C", "C", "C", "C", "C", "C", "C", "C", "C", "C", "C", "C", "C", "C", "C", "C", "C", "C", "C", "C", "C", "C", "C", "C", "C", "H", "H", "H", "H", "H", "H", "H", "H", "H", "H", "H", "H", "H", "H", "H", "H", "H", "H", "H", "H", "H", "H", "H", "H", "H", "H", "H", "H", "H", "H", "H", "H", "H", "H", "H", "H", "H", "H"], "xyz": [[-0.1737, 1.4225, -0.1434], [-0.2748, -0.1154, 1.2515], [-0.2985, 3.4226, 0.2722], [-0.3580, 1.3999, -2.7086], [0.6071, -5.5817, 1.0025], [2.0058, 0.5949, -0.3327], [0.7672, -3.1097, 0.6586], [-2.4062, 1.6766, -0.6211], [-0.6832, -4.9502, 1.4316], [-3.0592, 2.7924, -0.6435], [-0.7729, 2.7462, -3.1608], [0.5800, -0.1121, 2.2477], [0.9888, 1.1218, -3.2649], [-0.5629, -3.4266, 1.1597], [-1.2497, 4.3399, 0.2420], [2.8311, 0.0574, 3.1925], [0.1315, -0.4090, 3.5510], [1.9813, 0.1301, 2.0667], [-1.9863, -0.3551, -1.9557], [2.6019, 0.4243, 0.7996], [-1.8799, 6.6584, 0.5951], [1.7496, -5.0518, 1.8174], [0.9933, -0.4605, 4.6212], [1.0096, -3.7804, -0.6106], [-1.3514, 0.3799, -3.1443], [-3.1799, 6.4057, 0.1447], [0.8413, -5.3165, -0.4527], [-2.5804, 4.0723, -0.2069], [-3.0227, 0.4786, -1.1809], [1.7703, -3.5115, 1.6383], [-3.5093, 5.1369, -0.2468], [2.1320, 1.7956, -2.4812], [2.8390, 0.8444, -1.5092], [2.3618, -0.2327, 4.4466], [-0.9441, 5.6512, 0.6388], [0.0646, 5.8445, 0.9805], [2.8702, 2.1748, -3.1860], [-3.9117, 7.2000, 0.1080], [2.0185, -3.5398, -0.9443], [-2.1330, 0.8493, -3.7443], [1.5578, -3.0033, 2.5793], [2.7520, -3.1790, 1.3025], [-0.8632, -0.3561, -3.7843], [1.7245, -5.8696, -0.7663], [-0.1170, 3.5105, -2.7425], [-1.4894, -5.4093, 0.8627], [1.5940, -5.3473, 2.8532], [0.3078, -3.3993, -1.3522], [3.6946, 0.4784, 0.8238], [-0.7311, 2.8177, -4.2519], [-0.0164, -5.6938, -1.0064], [3.0366, -0.2763, 5.2898], [3.0206, -0.1072, -2.0179], [-0.7310, -2.8605, 2.0746], [3.8893, 0.2458, 3.0493], [-3.4078, -0.1333, -0.3597], [1.7593, 2.6618, -1.9210], [-4.5139, 4.9276, -0.5970], [2.6624, -5.5205, 1.4538], [-0.9306, -0.5754, 3.6861], [0.5452, -6.5880, 1.1484], [-3.8651, 0.7263, -1.8344], [0.6094, -0.6754, 5.6104], [-0.8329, -5.1730, 2.4865], [-2.4896, -1.2490, -2.3259], [-4.0785, 2.7933, -1.0406], [1.1496, 0.0422, -3.2509], [3.8104, 1.2557, -1.2222], [-1.1830, -0.6799, -1.2687], [-1.6085, 7.6574, 0.9100], [1.0230, 1.4472, -4.3096], [-1.3012, -3.0996, 0.4279], [-1.7846, 2.9645, -2.8349]], "atomic_forces_ev_per_a": [[0.401, 0.022, -1.187], [-0.184, -0.898, 0.877], [-0.395, 1.198, 0.353], [0.045, 0.021, -0.255], [-0.022, -0.167, 0.004], [1.155, -0.270, 0.048], [0.103, 0.086, -0.014], [-1.167, 0.381, -0.369], [-0.257, 0.255, 0.090], [0.100, -0.265, 0.114], [0.083, 0.102, 0.036], [0.602, -0.480, 0.595], [0.170, 0.064, 0.112], [0.108, 0.018, -0.015], [-0.454, 0.713, -0.003], [0.076, 0.071, -0.196], [-0.148, 0.019, -0.193], [-0.525, -0.005, 0.352], [-0.113, 0.491, -0.046], [-0.029, -0.257, -0.405], [-0.196, -0.038, -0.052], [0.243, 0.232, 0.169], [0.103, 0.010, 0.002], [-0.028, -0.050, 0.118], [-0.046, -0.195, 0.218], [0.044, 0.167, 0.056], [0.065, 0.195, -0.321], [0.318, 0.291, 0.173], [-0.006, -0.251, 0.014], [-0.082, 0.030, -0.044], [-0.036, -0.217, -0.064], [-0.040, -0.326, 0.053], [0.016, 0.134, -0.145], [0.017, -0.037, 0.113], [0.192, -0.239, -0.003], [-0.008, 0.001, -0.003], [-0.004, 0.063, 0.017], [0.006, -0.011, -0.002], [-0.010, -0.014, -0.012], [0.011, 0.023, -0.010], [-0.002, -0.025, 0.007], [0.001, -0.048, -0.006], [0.031, 0.066, -0.056], [0.006, -0.038, 0.092], [0.016, -0.017, -0.004], [0.062, -0.092, -0.015], [-0.062, -0.070, -0.031], [0.009, -0.038, -0.012], [0.004, 0.041, 0.030], [-0.011, -0.028, -0.005], [-0.030, -0.071, 0.095], [-0.001, 0.016, -0.012], [0.047, 0.011, 0.007], [-0.025, 0.006, -0.009], [0.001, 0.002, -0.012], [-0.042, 0.026, -0.020], [0.091, 0.122, -0.113], [0.006, -0.006, 0.007], [-0.059, -0.086, -0.031], [0.006, 0.002, -0.015], [-0.015, -0.006, -0.010], [0.011, 0.016, -0.013], [-0.024, -0.001, -0.011], [0.078, -0.059, -0.004], [0.091, -0.095, 0.088], [-0.009, -0.023, -0.002], [-0.036, -0.009, -0.019], [-0.011, -0.011, 0.053], [-0.192, -0.291, -0.150], [0.030, -0.008, 0.001], [-0.068, -0.084, -0.027], [-0.010, -0.050, 0.005], [-0.004, -0.018, 0.011]], "mulliken_spin": [6.05, 0.00, -0.02, -0.02, 0.00, -0.02, 0.00, -0.02, 0.00, 0.00, 0.00, 0.00, 0.00, 0.00, -0.01, 0.00, 0.00, 0.00, 0.00, 0.01, 0.00, 0.00, 0.00, 0.00, 0.00, 0.00, 0.00, 0.01, 0.00, 0.00, 0.00, 0.01, 0.00, 0.00, 0.00, 0.00, 0.00, 0.00, 0.00, 0.00, 0.00, 0.00, 0.00, 0.00, 0.00, 0.00, 0.00, 0.00, 0.00, 0.00, 0.00, 0.00, 0.00, 0.00, 0.00, 0.00, 0.00, 0.00, 0.00, 0.00, 0.00, 0.00, 0.00, 0.00, 0.00, 0.00, 0.00, 0.00, 0.01, 0.00, 0.00, 0.00, 0.00]}

=====

{"formula": "C4H7NO", "method": "the ωB97M-V functional and the def2-TZVPD basis", "e_homo_ev": [-5.13, -10.27], "multiplicity": 3, "total_energy_ha": -286.3619, "lumo_energy_ha": [0.0361, -0.0549], "species": ["O", "N", "C", "C", "C", "C", "H", "H", "H", "H", "H", "H", "H"], "xyz": [[-0.6350, -1.3360, 0.9971], [1.3505, 0.1728, -0.1942], [-2.3122, 0.0267, -0.3442], [0.2128, 0.3232, 0.0839], [-1.0925, -0.0634, 0.6455], [2.6077, -0.3350, -0.2639], [-1.9739, -0.4929, -1.2721], [-1.0592, 0.6403, 1.4982], [-3.1851, -0.3740, 0.0618], [3.1266, -0.0855, -1.2388], [3.1001, 0.1683, 0.6548], [-2.6226, 0.9760, -0.4874], [2.5664, -1.4564, -0.0536]], "atomic_forces_ev_per_a": [[-1.527, -1.534, 0.940], [-0.034, 0.484, -0.838], [3.386, -2.670, 0.317], [-2.746, 3.630, -1.583], [1.459, -0.390, -0.281], [2.169, -1.271, 1.708], [-0.685, 0.518, 0.605], [-0.911, -0.356, 0.172], [-1.136, -1.570, 0.844], [-0.502, -0.333, 1.209], [0.069, -0.968, -1.699], [-0.189, 3.453, -0.921], [0.649, 1.005, -0.472]], "mulliken_spin": [0.95, 0.15, 0.02, 0.84, -0.03, 0.04, 0.00, 0.01, 0.00, 0.01, -0.01, -0.01, 0.03]}

=====

{"formula": "C6H14O", "method": "the ωB97M-V functional and the def2-TZVPD basis", "e_homo_ev": -9.93, "total_energy_ha": -312.1688, "lumo_energy_ha": 0.0333, "species": ["O", "C", "C", "C", "C", "C", "C", "H", "H", "H", "H", "H", "H", "H", "H", "H", "H", "H", "H", "H", "H"], "xyz": [[-1.3534, 1.0134, 0.0978], [-0.7048, -0.0097, -0.5430], [1.3394, -1.3729, -0.6403], [0.4017, -0.9867, 1.6447], [0.6075, -0.3590, 0.2323], [-2.3994, 1.4359, -0.6946], [1.4432, 0.9150, 0.4027], [0.7327, -2.2784, -0.7682], [2.2969, -1.6653, -0.1961], [-2.7785, 2.3546, -0.2001], [1.5244, -0.9401, -1.6282], [-3.2065, 0.6858, -0.7511], [0.9455, 1.6320, 1.0646], [-1.8510, 1.3714, -1.8295], [2.4294, 0.6869, 0.8280], [-0.1652, -1.9252, 1.6104], [1.5851, 1.3948, -0.5703], [-0.1026, -0.3084, 2.3430], [-1.3510, -0.8956, -0.6736], [-0.7769, 0.4805, -1.8198], [1.3836, -1.2291, 2.0912]], "atomic_forces_ev_per_a": [[-0.098, -0.087, 0.502], [0.175, 0.237, -1.545], [0.112, -0.071, -0.127], [-0.227, 0.080, -0.239], [-0.006, 0.056, -0.433], [0.305, 0.003, -1.374], [0.010, 0.061, -0.101], [0.122, 0.115, -0.006], [-0.112, 0.050, -0.060], [0.162, -0.226, -1.129], [0.077, -0.134, 0.051], [0.099, 0.156, 0.009], [0.051, -0.150, -0.138], [-2.052, 1.371, 2.182], [-0.195, -0.024, -0.100], [0.009, 0.171, -0.106], [0.072, 0.027, 0.086], [0.006, -0.038, -0.260], [0.128, 0.018, 0.216], [1.666, -1.775, 2.910], [-0.304, 0.162, -0.339]], "lowdin_charge": [-0.21, -0.23, -0.08, -0.05, -0.57, -0.14, -0.06, 0.08, 0.08, 0.10, 0.08, 0.08, 0.08, 0.11, 0.09, 0.08, 0.09, 0.08, 0.12, 0.17, 0.09]}

=====

Energy relative to the best compared isomer or geometry (same formula, charge and spin)? In order: 0.0; 0.0; 0.0; 35.4; 54.1 kcal/mol.
Strongest force on any atom? In order: 1.59; 8.61; 1.31; 4.82; 3.79 eV Å⁻¹.